Here is a 2-piece molecular cluster, C9H14 overall in a non-equilibrium geometry from OMol25. Energies are from ωB97M-V/def2-TZVPD.

Positions of all 23 atoms, in Å:
1 C 1.68 -2.93 -0.43
2 C 0.66 -1.89 -0.06
3 C 0.24 -1.00 -1.05
4 C -0.81 -0.12 -0.84
5 C -1.36 -0.09 0.45
6 C -0.90 -0.89 1.47
7 C 0.12 -1.82 1.21
8 H 1.59 -3.83 0.19
9 H 2.71 -2.58 -0.41
10 H 1.47 -3.28 -1.44
11 H 0.51 -1.23 -2.05
12 H -1.14 0.60 -1.57
13 H -2.09 0.67 0.69
14 H -1.37 -0.90 2.44
15 H 0.47 -2.50 1.96
16 C 0.42 3.14 0.11
17 C -0.50 4.09 -0.66
18 H 0.36 3.33 1.17
19 H 0.09 2.15 -0.06
20 H 1.44 3.25 -0.25
21 H -0.63 3.79 -1.71
22 H -0.12 5.11 -0.72
23 H -1.47 4.11 -0.18

Computed properties:
HOMO-LUMO gap (eV): 10.116
2S+1: 1
Calculated total energy (a.u.): -351.3172
SMILES: Cc1ccccc1.CC
Energy relative to the best compared isomer or geometry (same formula, charge and spin) (eV): 0.3535
HOMO level (eV): -9.1

Mulliken population analysis, charges in e, atoms 1 to 5: C -1.385; C 0.817; C -0.348; C -0.743; C -0.353

***

Here is C4H6N2OS in the gas phase in a non-equilibrium geometry from OMol25. Energies are from ωB97M-V/def2-TZVPD.

Positions of all 14 atoms, in Å:
1 H -1.31 -2.55 -0.13
2 N -0.60 -1.78 -0.40
3 C -0.75 -0.50 -0.04
4 N -1.90 0.06 0.46
5 C 0.38 0.58 -0.13
6 C -0.02 1.73 -0.68
7 C 1.87 0.41 0.17
8 O 2.73 1.35 0.39
9 S 2.47 -1.31 -0.05
10 H -1.63 0.36 1.58
11 H -2.43 -0.75 0.90
12 H -1.00 2.15 -0.92
13 H 0.78 2.36 -0.89
14 H 1.42 -2.10 -0.27

Computed properties:
HOMO-LUMO gap (eV): 9.350
2S+1: 1
Calculated total energy (a.u.): -738.8547
SMILES: [H]/N=C(\N)C(=C)C(=O)S
Energy relative to the best compared isomer or geometry (same formula, charge and spin) (eV): 4.0799
HOMO level (eV): -9.6

Mulliken population analysis, charges in e, atoms 1 to 5: H 0.197; N -0.690; C 0.603; N -0.642; C 0.103

***

Here is C5H9N7 in the gas phase in a non-equilibrium geometry from OMol25. Energies are from ωB97M-V/def2-TZVPD.

Positions of all 21 atoms, in Å:
1 N -1.07 0.02 -3.59
2 C -0.44 0.00 -2.30
3 C 0.79 -0.71 -2.07
4 N 1.15 -0.64 -0.84
5 N 0.17 0.04 -0.22
6 N 0.26 0.20 1.13
7 C 1.42 0.85 1.79
8 C 0.96 0.91 3.22
9 N -0.15 -0.04 3.20
10 N -0.48 -0.33 2.09
11 C -0.87 0.40 -1.04
12 N -2.01 1.14 -0.62
13 H -0.19 -0.16 -4.26
14 H -1.53 0.92 -3.81
15 H 1.48 -1.13 -2.87
16 H 1.60 1.93 1.41
17 H 2.21 0.26 1.51
18 H 1.76 0.52 3.81
19 H 0.42 1.81 3.37
20 H -2.82 0.94 -1.09
21 H -2.09 0.98 0.38

Computed properties:
HOMO-LUMO gap (eV): 8.631
2S+1: 1
Calculated total energy (a.u.): -579.0693
SMILES: Nc1cnn(N2CCN=N2)c1N
Energy relative to the best compared isomer or geometry (same formula, charge and spin) (eV): 2.7780
HOMO level (eV): -7.8

Mulliken population analysis, charges in e, atoms 1 to 5: N -0.616; C 0.415; C -0.280; N -1.097; N 0.834

***

Here is C11H20B3O9S2 as an isolated structure in a non-equilibrium geometry from OMol25. Energies are from ωB97M-V/def2-TZVPD.

Positions of all 45 atoms, in Å:
1 C -1.71 -1.80 4.68
2 C -2.72 -1.94 3.78
3 B -2.37 -1.46 2.33
4 O -1.74 -2.33 1.44
5 B -0.53 -1.74 1.04
6 O -0.47 -0.40 0.70
7 B -1.25 0.33 1.64
8 C -0.72 1.60 2.48
9 O 0.46 1.53 2.92
10 O -1.54 2.53 2.64
11 O -2.55 -0.17 1.86
12 H -1.32 -2.66 5.22
13 H -1.27 -0.81 4.79
14 H -3.69 -2.35 4.06
15 H 0.47 -2.38 1.01
16 C -2.95 1.64 -2.58
17 C -2.47 0.38 -1.86
18 C -2.86 -0.82 -2.73
19 S -2.90 -0.22 -4.42
20 O -4.26 -0.29 -4.92
21 O -1.81 -0.80 -5.18
22 C -2.52 1.49 -4.03
23 H -2.53 2.54 -2.13
24 H -4.04 1.71 -2.52
25 H -1.38 0.42 -1.74
26 H -2.89 0.29 -0.86
27 H -2.14 -1.63 -2.67
28 H -3.85 -1.19 -2.49
29 H -3.05 2.14 -4.72
30 H -1.45 1.62 -4.14
31 C 5.01 0.53 1.36
32 C 5.28 -0.16 0.02
33 C 3.94 -0.66 -0.52
34 S 2.68 0.45 0.16
35 O 1.85 -0.29 1.06
36 O 2.13 1.25 -0.90
37 C 3.81 1.44 1.13
38 H 5.88 1.10 1.71
39 H 4.77 -0.21 2.12
40 H 5.71 0.56 -0.68
41 H 6.00 -0.98 0.12
42 H 3.88 -0.63 -1.60
43 H 3.71 -1.67 -0.16
44 H 3.30 1.75 2.04
45 H 4.08 2.31 0.53

Computed properties:
HOMO-LUMO gap (eV): 6.615
2S+1: 1
Calculated total energy (a.u.): -1979.4344
Total charge: -1
HOMO level (eV): -4.2

Mulliken population analysis, charges in e, atoms 1 to 5: C -0.709; C -0.229; B 0.459; O -0.569; B 0.872